Computed, not measured: 2 unconnected molecules or ions with the total composition C15H24ClN4O6, with ωB97M-V/def2-TZVPD.

Last columns: bonded neighbours and bond lengths (Å).
Element x y z (Å)
1 C -1.65113 0.37844 -1.82973  C2 1.621, H18 1.148, H19 1.165, H20 1.160
2 C -0.56774 -0.41469 -2.73761  C1 1.621, C3 1.646, H21 1.167, H22 1.163
3 C 0.98639 0.05630 -2.46964  C2 1.646, Cl4 1.836, C5 1.616, H23 1.165
4 Cl 1.14542 1.76463 -3.12417  C3 1.836
5 C 1.91328 -1.02344 -3.23480  C3 1.616, C6 1.606, C14 1.585
6 C 2.79792 -0.67595 -4.52985  C5 1.606, N7 1.442, H24 1.163
7 N 3.55131 -1.77003 -5.09074  C6 1.442, C8 1.531, N9 1.326
8 C 4.39555 -1.35976 -6.30021  N7 1.531, H25 1.146, H26 1.161, H27 1.158
9 N 3.66969 -3.05424 -4.78456  N7 1.326, C10 1.425
10 C 2.96205 -3.53642 -3.64543  N9 1.425, N11 1.506, C14 1.569
11 N 3.02251 -4.97164 -3.19180  C10 1.506, C12 1.340
12 C 1.83886 -5.46647 -3.57706  N11 1.340, O13 1.251
13 O 0.75441 -5.99780 -3.90419  C12 1.251
14 C 2.07367 -2.54356 -2.81694  C5 1.585, C10 1.569, O15 1.456
15 O 1.38761 -3.06797 -1.64434  C14 1.456, N16 1.378
16 N 1.90752 -2.39384 -0.56029  O15 1.378, O17 1.204
17 O 1.91133 -3.13208 0.39057  N16 1.204
18 H -1.82348 1.45250 -2.19697  C1 1.148
19 H -2.66880 -0.17281 -1.96524  C1 1.165
20 H -1.41292 0.30669 -0.69621  C1 1.160
21 H -0.73338 -0.26997 -3.88341  C2 1.167
22 H -0.59405 -1.56507 -2.56720  C2 1.163
23 H 1.22625 0.09081 -1.33048  C3 1.165
24 H 2.83470 0.40377 -4.96064  C6 1.163
25 H 4.29101 -0.23977 -6.51889  C8 1.146
26 H 5.50189 -1.54111 -5.99699  C8 1.161
27 H 4.18262 -2.03402 -7.21771  C8 1.158
28 C -4.25871 3.39944 3.69610  O29 1.414, H37 1.096, H38 1.091, H39 1.094
29 O -2.98345 2.96294 3.26912  C28 1.414, C30 1.427
30 C -1.90629 3.75213 3.77339  O29 1.427, C31 1.527, H40 1.098, H41 1.098
31 C -0.76199 2.87752 4.28017  C30 1.527, O32 1.431, H42 1.094, H43 1.090
32 O -1.04247 2.12578 5.46469  C31 1.431, C33 1.430
33 C -2.00674 1.07533 5.36282  O32 1.430, C34 1.531, H44 1.089, H45 1.095
34 C -1.59151 -0.11052 4.48721  C33 1.531, O35 1.425, H46 1.097, H47 1.092
35 O -1.54475 0.25873 3.11162  C34 1.425, C36 1.415
36 C -0.42117 -0.25720 2.42337  O35 1.415, H48 1.094, H49 1.095, H50 1.094
37 H -4.63309 4.17519 3.01805  C28 1.096
38 H -4.93903 2.54716 3.65827  C28 1.091
39 H -4.24895 3.77407 4.72360  C28 1.094
40 H -2.23936 4.41873 4.57960  C30 1.098
41 H -1.54451 4.37010 2.94078  C30 1.098
42 H 0.06368 3.54325 4.55017  C31 1.094
43 H -0.37103 2.22853 3.49707  C31 1.090
44 H -2.97788 1.47228 5.07178  C33 1.089
45 H -2.13401 0.69874 6.38299  C33 1.095
46 H -2.34546 -0.90154 4.58280  C34 1.097
47 H -0.63347 -0.50008 4.83718  C34 1.092
48 H 0.47177 -0.27282 3.05504  C36 1.094
49 H -0.21189 0.39919 1.57285  C36 1.095
50 H -0.64218 -1.25944 2.04585  C36 1.094

Net charge: +1
HOMO-LUMO gap (Eh): 0.1895

Here are the Löwdin charges for atoms 1 to 2, given in e: C -0.105; C -0.257